{
  "formula": "C2H6FO2Sr2",
  "method": "ωB97M-V/def2-TZVPD",
  "homo_energy_ev": -21.02,
  "gap_ev": 7.74,
  "relative_energy_ev": 3.983,
  "energy_ha": -390.44973,
  "multiplicity": 1,
  "lumo_energy_ev": -13.28,
  "largest_force_ev_per_a": 7.05,
  "total_charge": 3,
  "symbols": ["Sr", "Sr", "F", "C", "C", "O", "O", "H", "H", "H", "H", "H", "H"],
  "xyz": [[-0.49822, -1.50529, 1.44519], [0.81939, -3.56027, -1.27341], [0.68079, -1.89726, -0.19787], [0.05412, 0.50251, -0.88093], [-0.45947, 1.29298, 0.38146], [-0.63354, 0.41950, 1.51937], [1.40651, 0.11870, -0.78284], [0.12202, 1.17867, -1.73316], [-0.57249, -0.38320, -0.98572], [-1.43823, 1.75804, 0.26375], [0.32523, 1.99253, 0.66950], [-1.16778, 0.90165, 2.15476], [1.36171, -0.81859, -0.58013]],
  "forces_ev_per_a": [[-1.7, -5.6, 3.9], [1.1, -4.4, -3.7], [0.2, -1.7, 0.8], [0.5, 1.7, 1.0], [0.9, 1.0, -1.7], [-0.8, 5.2, 0.8], [0.2, 0.5, 0.4], [-1.4, 0.0, -0.1], [-0.6, 0.2, -0.9], [0.3, 0.2, -0.6], [-0.2, 0.3, -0.2], [-0.1, 0.7, 0.7], [1.5, 2.0, -0.4]],
  "lowdin_charge": [1.99, 2.02, -0.92, -0.20, -0.09, -0.42, -0.03, 0.16, 0.09, 0.16, 0.16, 0.15, -0.06]
}